[1]
Entry from the OMol25 dataset: a single C4H13N3 molecule (ωB97M-V/def2-TZVPD).

Each line ends with the Löwdin charge.
Cartesian coordinates (Å):
N1 0.063 0.373 -1.398  0.043
C1 0.408 0.061 0.055  -0.401
C2 -0.623 -0.975 0.497  -0.164
C3 -2.069 -0.410 0.380  -0.307
N2 -2.402 0.976 0.516  0.002
C4 1.889 -0.330 0.111  -0.263
N3 2.781 0.686 -0.491  -0.005
H1 -0.576 -0.330 -1.742  0.055
H2 0.912 0.238 -1.924  0.048
H3 0.336 0.990 0.632  0.120
H4 -0.466 -1.298 1.529  0.109
H5 -0.457 -1.792 -0.208  0.111
H6 -2.419 -0.789 -0.592  0.096
H7 -2.701 -0.970 1.080  0.108
H8 -2.586 1.328 1.442  0.063
H9 -1.619 1.558 0.214  0.052
H10 2.278 -0.678 1.074  0.112
H11 1.978 -1.297 -0.420  0.109
H12 2.158 1.333 -0.979  0.050
H13 3.116 1.328 0.221  0.062

## Properties
Net charge: 0
HOMO energy, eV: -9.2
DFT total energy, a.u.: -324.4365

[2]
Entry from the OMol25 dataset: a 2-piece molecular cluster, C4H6O2 overall (ωB97M-V/def2-TZVPD).

Each line ends with the Löwdin charge.
Cartesian coordinates (Å):
O1 1.865 0.496 1.723  -0.019
C1 2.249 -0.220 0.826  -0.184
O2 0.776 -0.525 -1.101  0.084
C2 -0.293 -0.218 -0.645  -0.407
C3 -1.728 -0.207 -0.880  -0.047
C4 -1.074 0.617 0.270  -0.043
H1 2.803 0.114 -0.075  0.088
H2 2.043 -1.297 0.828  0.082
H3 -2.044 0.320 -1.775  0.110
H4 -2.327 -1.060 -0.583  0.109
H5 -0.987 1.690 0.127  0.114
H6 -1.281 0.291 1.285  0.113

## Properties
Net charge: 0
HOMO energy, eV: -9.6
DFT total energy, a.u.: -306.3934

[3]
Entry from the OMol25 dataset: an isolated ion of composition CH4ClN2O and charge +1 (ωB97M-V/def2-TZVPD).

Each line ends with the Löwdin charge.
Cartesian coordinates (Å):
C1 0.212 0.455 -0.027  -0.596
N1 -0.521 1.536 -0.140  0.174
N2 -0.415 -1.039 0.178  -0.003
O1 0.484 -2.069 -0.077  -0.048
Cl1 1.839 0.685 0.292  0.904
H1 -1.523 1.423 -0.339  0.168
H2 -0.079 2.400 0.051  0.119
H3 -1.195 -1.408 -0.491  0.196
H4 1.198 -1.982 0.554  0.085

## Properties
Net charge: +1
HOMO energy, eV: -15.1
DFT total energy, a.u.: -685.0771

[4]
Entry from the OMol25 dataset: C28H26N5NiPS as an isolated structure (ωB97M-V/def2-TZVPD).

Each line ends with the Löwdin charge.
Cartesian coordinates (Å):
Ni1 0.163 -1.034 0.323  0.052
N1 2.525 -4.128 2.848  -0.019
C1 1.898 -3.172 2.018  -0.945
S1 0.350 -2.595 2.529  0.492
N2 2.589 -2.828 0.974  -0.044
N3 1.980 -1.877 0.184  -0.151
C2 2.734 -1.415 -0.817  -0.181
C3 2.181 -0.444 -1.655  -0.304
C4 2.846 0.151 -2.771  -0.089
C5 2.191 1.041 -3.565  -0.154
C6 0.836 1.376 -3.281  -0.132
C7 0.261 0.784 -2.174  -0.182
N4 0.879 -0.065 -1.360  0.013
H1 1.836 -4.685 3.329  0.022
H2 3.169 -4.688 2.303  0.048
H3 3.746 -1.790 -0.956  0.087
H4 3.875 -0.129 -2.974  0.088
H5 2.697 1.487 -4.416  0.074
H6 0.270 2.057 -3.903  0.063
H7 -0.770 0.999 -1.903  0.101
C8 -1.188 0.557 3.131  -0.267
P1 -0.310 0.770 1.533  0.971
C9 -1.320 2.102 0.774  -0.343
C10 -0.736 3.159 0.071  -0.112
C11 -1.519 4.074 -0.615  -0.108
C12 -2.903 3.947 -0.618  -0.125
C13 -3.494 2.886 0.054  -0.104
C14 -2.710 1.965 0.737  -0.088
C15 1.127 1.774 2.140  -0.336
C16 0.994 2.960 2.864  -0.112
C17 2.108 3.629 3.343  -0.114
C18 3.380 3.112 3.108  -0.122
C19 3.523 1.932 2.395  -0.089
C20 2.401 1.266 1.911  -0.069
H8 -1.372 1.508 3.637  0.031
H9 -0.555 -0.088 3.742  0.007
H10 -2.125 0.034 2.941  0.006
H11 0.344 3.252 0.039  0.106
H12 -1.043 4.878 -1.164  0.091
H13 -3.515 4.660 -1.159  0.084
H14 -4.570 2.758 0.033  0.092
H15 -3.175 1.103 1.206  0.085
H16 0.006 3.372 3.042  0.100
H17 1.987 4.552 3.899  0.086
H18 4.254 3.633 3.482  0.085
H19 4.508 1.522 2.207  0.096
H20 2.496 0.342 1.347  0.081
C21 -1.717 -1.767 -0.371  -0.155
C22 -1.883 -2.533 -1.596  -0.248
C23 -0.763 -3.114 -2.213  -0.043
C24 -0.885 -3.853 -3.378  -0.115
C25 -2.124 -4.022 -3.987  -0.151
C26 -3.241 -3.433 -3.404  -0.138
C27 -3.123 -2.700 -2.236  -0.062
H21 0.205 -2.956 -1.748  0.091
H22 0.002 -4.291 -3.823  0.087
H23 -2.215 -4.590 -4.907  0.073
H24 -4.216 -3.543 -3.870  0.080
H25 -3.996 -2.236 -1.790  0.101
N5 -3.321 -1.635 1.590  0.026
C28 -2.549 -1.743 0.598  -0.339
H26 -3.022 -2.284 2.321  0.022

## Properties
Multiplicity: 3
Net charge: -2
HOMO energy (alpha / beta), eV: 1.0 / 0.0
Expectation value of S²: 2.050
DFT total energy, a.u.: -3604.1975

| no. | molecular weight (Da) |
| --- | --- |
| 1 | 103.17 |
| 2 | 86.09 |
| 3 | 95.51 |
| 4 | 554.29 |